ORCA calculation (ωB97M-V/def2-TZVPD) on a molecular structure, C9H7BiN2O5S in a non-equilibrium geometry.

## Properties
HOMO level (alpha / beta) in eV: -14.404 / -14.424
Net charge: +2
Gap between HOMO and LUMO (alpha / beta) in Ha: 0.182 / 0.183

Each line ends with the Mulliken charge.
Geometry (Å):
O: 1.909 1.067 -6.624  -0.138
C: 1.189 0.940 -5.725  0.127
Bi: 0.124 -0.639 -1.456  1.417
O: -1.281 1.189 -3.696  -0.130
C: -0.844 0.469 -2.847  0.078
C: -1.511 -0.801 -0.217  0.086
O: -2.391 -0.774 0.608  -0.213
C: 1.195 -2.105 -0.533  0.047
O: 1.942 -2.874 -0.004  -0.163
C: -0.716 -2.371 -2.620  0.350
O: -1.056 -3.298 -3.344  -0.133
H: 1.326 -0.849 -2.721  0.053
C: 0.991 -0.861 2.522  -0.666
N: 0.196 0.426 2.311  0.254
C: -0.681 0.996 3.268  -0.087
C: -1.181 2.093 2.751  -0.605
N: -0.634 2.249 1.441  0.038
C: 0.216 1.189 1.187  -0.068
S: 1.200 1.099 -0.170  -0.326
H: 0.628 -1.611 1.834  0.175
H: 2.043 -0.655 2.376  0.368
H: 0.809 -1.207 3.538  0.301
H: -0.818 0.530 4.193  0.484
H: -1.841 2.782 3.132  0.507
H: -0.815 3.016 0.794  0.243

ORCA calculation (ωB97M-V/def2-TZVPD) on 2 unconnected molecules or ions with the total composition C9H7BrN2O in a non-equilibrium geometry.

## Properties
HOMO level (alpha / beta) in eV: -7.945 / -7.946
Net charge: 0
Gap between HOMO and LUMO (alpha / beta) in Ha: 0.243 / 0.243

Each line ends with the Mulliken charge.
Geometry (Å):
C: 1.978 -1.431 -1.108  -0.381
C: 1.049 -2.414 -0.778  -0.401
C: 1.873 -0.113 -0.710  -0.569
C: -0.182 -2.076 -0.176  -0.475
C: 0.732 0.237 -0.027  0.729
C: -0.224 -0.799 0.335  0.224
C: 0.118 1.452 0.622  0.405
C: -3.339 -0.399 0.567  0.554
C: 0.433 2.881 0.591  -1.187
N: -0.995 1.108 1.185  -0.533
N: -1.162 -0.245 1.185  -0.458
O: -3.960 -1.282 0.990  -0.298
Br: -3.571 0.979 -0.595  0.070
H: 2.871 -1.583 -1.781  0.257
H: 1.163 -3.545 -0.972  0.264
H: 2.616 0.522 -1.057  0.445
H: -0.837 -2.845 0.174  0.418
H: 0.119 3.370 1.436  0.376
H: 1.513 3.009 0.357  0.314
H: -0.192 3.174 -0.238  0.246

ORCA calculation (ωB97M-V/def2-TZVPD) on 2 unconnected molecules or ions with the total composition C9H7BrO in a non-equilibrium geometry.

## Properties
HOMO level (alpha / beta) in eV: -7.969 / -7.974
Net charge: 0
Gap between HOMO and LUMO (alpha / beta) in Ha: 0.235 / 0.235

Each line ends with the Mulliken charge.
Geometry (Å):
C: -1.017 2.338 -0.964  -0.926
C: -0.117 3.064 -1.318  0.702
C: 1.081 -2.461 -0.042  -0.325
C: -0.113 -2.267 -0.765  -0.534
C: 1.433 -1.609 0.964  -0.424
C: -0.949 -1.207 -0.339  -0.308
C: 0.610 -0.602 1.398  -0.493
C: -0.555 -0.293 0.695  1.071
C: -1.415 0.771 0.978  -0.616
O: 0.648 3.798 -2.078  -0.487
Br: -1.159 1.861 2.407  -0.047
H: 1.827 -3.176 -0.388  0.338
H: -0.242 -2.856 -1.640  0.388
H: 2.440 -1.798 1.489  0.251
H: -1.633 -0.943 -1.258  0.227
H: 0.984 -0.039 2.216  0.334
H: -2.351 0.688 0.527  0.514
H: 0.528 4.730 -1.881  0.335

ORCA calculation (ωB97M-V/def2-TZVPD) on 2 unconnected molecules or ions with the total composition C9H7ClF2OS in a non-equilibrium geometry.

## Properties
HOMO level (alpha / beta) in eV: -7.867 / -7.892
Net charge: 0
Gap between HOMO and LUMO (alpha / beta) in Ha: 0.248 / 0.250

Each line ends with the Mulliken charge.
Geometry (Å):
C: 0.275 1.304 2.209  -0.815
C: -0.670 1.756 1.274  -0.030
C: 0.492 -0.112 2.181  -0.516
C: -1.185 1.011 0.278  -1.142
C: 0.042 -0.951 1.173  -0.561
C: -0.806 -0.377 0.253  1.211
C: 1.454 -0.823 -1.498  0.556
C: 0.593 -0.163 -2.409  -0.467
C: -1.118 -1.211 -0.853  0.344
O: 1.848 -0.331 -0.449  -0.551
F: -2.067 -0.897 -1.679  -0.236
F: -0.863 -2.542 -0.863  -0.246
S: 0.391 1.493 -2.003  -0.226
Cl: 1.949 -2.494 -1.770  -0.183
H: 0.470 2.046 2.956  0.445
H: -0.891 2.815 1.247  0.357
H: 1.035 -0.561 2.923  0.481
H: -1.910 1.434 -0.392  0.415
H: 0.066 -2.012 1.270  0.466
H: -0.113 -0.635 -3.096  0.462
H: 1.009 1.250 -0.752  0.237

ORCA calculation (ωB97M-V/def2-TZVPD) on 2 unconnected molecules or ions with the total composition C9H7ClN4S in a non-equilibrium geometry.

## Properties
HOMO level (alpha / beta) in eV: -6.407 / -8.775
Net charge: 0
Gap between HOMO and LUMO (alpha / beta) in Ha: 0.218 / 0.230
⟨S²⟩: 2.02
Multiplicity: 3

Each line ends with the Mulliken charge.
Geometry (Å):
C: 3.327 -0.692 -0.015  -0.476
C: -3.602 1.818 -0.443  -0.582
C: 2.564 1.475 -0.744  -0.777
C: -3.203 0.584 -0.789  -0.090
C: -1.550 1.710 0.078  0.065
C: 1.966 -1.111 0.009  0.689
C: 3.573 0.586 -0.396  0.577
C: 1.151 -0.164 -0.528  0.206
C: -1.122 -0.687 -0.591  0.118
N: -2.582 2.501 0.172  -0.573
N: 1.318 1.055 -0.803  -0.349
N: -1.913 0.463 -0.459  0.164
N: 1.414 -2.165 0.682  -0.384
S: -1.678 -2.151 -0.869  -0.229
Cl: 5.095 1.319 -0.045  -0.208
H: 4.206 -1.377 0.358  0.230
H: -4.552 2.136 -0.305  0.443
H: 2.729 2.508 -0.935  0.413
H: -3.857 -0.318 -1.199  0.173
H: -0.526 1.850 0.570  0.242
H: 1.915 -2.997 0.971  0.196
H: 0.417 -2.103 0.769  0.151

ORCA calculation (ωB97M-V/def2-TZVPD) on a molecular structure, C9H7ClO2S in a non-equilibrium geometry.

## Properties
HOMO level (alpha / beta) in eV: -6.986 / -8.569
Net charge: 0
Gap between HOMO and LUMO (alpha / beta) in Ha: 0.270 / 0.266
⟨S²⟩: 2.04
Multiplicity: 3

Each line ends with the Mulliken charge.
Geometry (Å):
C: 1.694 -0.434 -0.618  -0.369
C: 2.631 0.450 0.017  -0.661
C: 0.326 -0.439 -0.363  -0.881
C: 2.077 1.271 1.041  -0.134
C: -0.164 0.440 0.598  1.561
C: 0.763 1.283 1.293  -0.489
C: -1.467 0.434 1.088  0.400
C: -0.552 -0.169 3.464  -0.209
C: -2.647 -0.308 0.565  -1.427
O: -0.104 2.888 3.510  -0.675
O: -1.620 1.650 1.850  -0.354
S: -0.284 1.662 2.734  0.956
Cl: 0.950 -0.847 3.664  -0.091
H: 2.042 -1.367 -1.238  0.237
H: 3.732 0.596 -0.210  0.331
H: -0.368 -0.982 -0.937  0.362
H: 2.637 1.945 1.653  0.444
H: -2.558 -1.334 0.889  0.324
H: -2.487 -0.234 -0.554  0.321
H: -3.611 0.119 0.871  0.353

ORCA calculation (ωB97M-V/def2-TZVPD) on a molecular structure, C9H7ClO3Ru in a non-equilibrium geometry.

## Properties
HOMO level (alpha / beta) in eV: -16.399 / -19.148
Net charge: +2
Gap between HOMO and LUMO (alpha / beta) in Ha: 0.263 / 0.228
⟨S²⟩: 6.02
Multiplicity: 5

Each line ends with the Mulliken charge.
Geometry (Å):
Cl: 1.371 -1.479 -1.511  0.103
C: 1.087 1.372 0.930  -0.772
C: -0.272 1.473 1.422  -0.139
C: -1.148 1.275 0.313  -0.589
H: -0.546 1.724 2.431  0.565
C: -0.379 1.068 -0.867  1.174
C: 1.003 1.126 -0.481  -0.773
H: 1.820 1.196 -1.161  0.610
H: 1.980 1.607 1.480  0.641
H: -2.216 1.342 0.329  0.526
C: -0.886 0.974 -2.255  -1.307
Ru: 0.275 -0.808 0.628  0.264
C: -1.095 -1.959 -0.251  0.277
O: -1.762 -2.803 -0.632  -0.096
C: 1.864 -1.699 1.121  0.409
O: 2.699 -2.392 1.529  -0.128
H: -1.825 0.429 -2.280  0.381
H: -0.172 0.456 -2.886  0.338
H: -1.071 1.948 -2.719  0.358
O: -0.425 -2.836 2.834  -0.107
C: -0.302 -2.015 2.026  0.264

ORCA calculation (ωB97M-V/def2-TZVPD) on a molecular structure, C9H7CrNO4S in a non-equilibrium geometry.

## Properties
HOMO level (alpha / beta) in eV: -20.851 / -20.870
Net charge: +3
Gap between HOMO and LUMO (alpha / beta) in Ha: 0.243 / 0.152
⟨S²⟩: 3.79
Multiplicity: 4

Each line ends with the Mulliken charge.
Geometry (Å):
Cr: -0.321 0.014 0.757  -0.196
C: -0.927 0.881 2.321  0.434
O: -1.319 1.364 3.305  -0.084
C: -1.596 -1.257 0.045  0.469
O: -2.502 -1.908 -0.329  -0.069
C: 0.959 -1.400 1.316  0.584
O: 1.697 -2.268 1.606  -0.101
C: -0.755 1.312 -0.812  0.402
O: -0.915 2.075 -1.680  -0.072
C: 1.649 -0.690 -2.359  -0.481
H: 1.586 0.392 -2.550  0.373
H: 2.533 -1.072 -1.829  0.340
C: 0.513 -1.406 -2.369  -0.739
H: 0.433 -2.343 -1.796  0.368
H: -0.473 -0.961 -2.603  0.412
S: 3.967 1.888 1.089  0.195
C: 2.654 3.043 1.235  -0.418
C: 1.446 2.452 1.007  -0.080
N: 1.508 1.070 0.810  0.408
C: 2.808 0.680 0.746  -0.007
H: 2.806 4.088 1.519  0.469
H: 0.479 2.955 0.938  0.444
H: 3.171 -0.319 0.505  0.350

- Which value of net charge does entry 7 give?
  +2

- Which formula does entry 7 have?
  C9H7ClO3Ru

- What is the formula in the fifth record?
  C9H7ClN4S